Molecular formula: C4H4O
Method: DFT, the ωB97M-V functional and the def2-TZVPD basis

Cartesian coordinates (Å):
O1 3.09 -0.08 0.09
C1 1.94 0.06 0.02
C2 0.82 -0.80 -0.12
C3 -0.24 -0.06 0.68
C4 0.68 0.86 -0.13
H1 0.50 -1.41 -0.85
H2 -1.32 -0.06 0.53
H3 -0.15 -0.20 1.82
H4 0.28 1.45 -1.23

Its HOMO-LUMO gap is 0.3865 hartree. The value obtained for the energy above the lowest of the compared OMol25 structures with the same formula, charge and spin is 302.5 kJ/mol. The charge is 0. The energy is -229.91275 hartree.